Entry from the Open Molecules 2025 dataset: 2 unconnected molecules or ions with the total composition CH5OPS2 (ωB97M-V/def2-TZVPD).

## Properties
SMILES: COP=S.S
Frontier orbital gap in eV: 8.80
Net charge: 0

Each line ends with the Mulliken charge.
Atoms and positions in Å:
C: -1.14468 -0.61801 0.44249  -0.804
O: -2.46792 -1.03962 0.41944  -0.273
P: -3.76733 -0.08375 0.22501  0.287
S: -3.19360 1.71756 -0.11853  -0.304
S: 2.11129 0.92501 0.10741  -0.336
H: -0.64015 -1.52774 0.56211  0.364
H: -0.82399 0.19844 1.01974  0.334
H: -0.98303 -0.32540 -0.57452  0.422
H: 1.62893 1.01328 1.35182  0.141
H: 1.42476 2.05829 -0.04320  0.170

=====

Entry from the Open Molecules 2025 dataset: 2 unconnected molecules or ions with the total composition CH5OS (ωB97M-V/def2-TZVPD).

## Properties
Frontier orbital gap in eV: 6.87
Net charge: -1

Each line ends with the Mulliken charge.
Atoms and positions in Å:
C: 0.59880 0.08024 0.99055  -0.658
S: 0.02812 1.65443 0.22340  -0.779
H: 0.26682 -0.66322 0.21143  0.153
H: 1.68010 0.18880 1.08782  0.157
H: 0.02930 -0.13372 1.93581  0.179
H: -1.54645 -0.10631 -1.64524  0.355
H: -0.23139 -0.26406 -1.09801  0.263
O: -0.82528 -0.75616 -1.70577  -0.669

=====

Entry from the Open Molecules 2025 dataset: CH5P3 in the gas phase (ωB97M-V/def2-TZVPD).

## Properties
SMILES: C=[PH]=P#[PH2]
Frontier orbital gap (spin up / spin down) in eV: 6.67 / 6.67
Net charge: 0

Each line ends with the Mulliken charge.
Atoms and positions in Å:
C: -2.13703 0.25989 0.72568  -0.665
P: -0.86729 0.09875 -0.41032  0.221
P: 0.95004 0.37310 0.52192  -0.095
P: 2.41087 -0.66583 -0.68183  -0.194
H: -2.10979 0.45782 1.75653  0.314
H: -3.01832 0.59792 0.16891  0.219
H: -1.52908 0.27558 -1.62083  0.093
H: 3.59876 -0.57316 0.15848  0.062
H: 2.86009 0.25226 -1.56173  0.046

=====

Entry from the Open Molecules 2025 dataset: CH5P3 in the gas phase (ωB97M-V/def2-TZVPD).

## Properties
SMILES: PP1#[PH]C1
Frontier orbital gap in eV: 9.33
Net charge: 0

Each line ends with the Mulliken charge.
Atoms and positions in Å:
C: -0.36951 0.10914 1.24724  -0.607
P: -0.96764 1.58341 0.20227  -0.065
P: -0.45424 -0.39878 -0.56190  0.011
P: 1.67353 -0.31470 -1.09671  -0.210
H: 0.58161 0.28276 1.76278  0.377
H: -1.21833 -0.38166 1.87627  0.263
H: -2.37855 1.00291 0.15372  0.054
H: 1.32923 -0.13777 -2.63657  0.088
H: 1.80390 -1.74530 -0.94709  0.088

=====

Entry from the Open Molecules 2025 dataset: 2 unconnected molecules or ions with the total composition CH5PS2 (ωB97M-V/def2-TZVPD).

## Properties
Frontier orbital gap (spin up / spin down) in eV: 8.83 / 5.60
Net charge: 0

Each line ends with the Mulliken charge.
Atoms and positions in Å:
C: -0.60816 -0.13705 1.70221  -0.448
P: -0.81119 -0.08931 -1.99115  0.091
S: 0.10846 -1.37282 2.54091  -0.120
S: -0.41899 1.34284 -3.52826  -0.253
H: -0.31290 0.11235 0.66762  0.130
H: -1.23342 0.44831 2.34981  0.290
H: -2.03599 0.36182 -2.02986  0.050
H: 0.86599 -1.75001 1.51728  0.121
H: 0.25735 0.83834 -4.49018  0.139

=====

Entry from the Open Molecules 2025 dataset: 2 unconnected molecules or ions with the total composition CH5PS2 (ωB97M-V/def2-TZVPD).

## Properties
Multiplicity: 3
Frontier orbital gap (spin up / spin down) in eV: 8.81 / 6.17
Net charge: 0
Expectation value of S²: 2.009

Each line ends with the Mulliken charge.
Atoms and positions in Å:
C: -0.42137 -0.09783 0.90593  -0.896
P: -0.42389 -0.35803 -0.95794  0.134
S: -1.97632 -1.20321 -1.86635  -0.296
S: 1.03183 2.33481 -1.35459  -0.182
H: -0.35440 -1.09491 1.13159  0.340
H: 0.50416 0.47312 1.14456  0.293
H: -1.23696 0.35842 1.37719  0.344
H: 0.77197 -1.23063 -0.75810  0.086
H: -0.17401 2.67693 -1.24246  0.177

=====

Entry from the Open Molecules 2025 dataset: 2 unconnected molecules or ions with the total composition CH5S2 (ωB97M-V/def2-TZVPD).

## Properties
Frontier orbital gap in eV: 6.69
Net charge: -1

Each line ends with the Mulliken charge.
Atoms and positions in Å:
S: -0.51497 0.74835 2.35981  -0.472
H: -0.22914 1.83469 1.56598  0.083
C: 0.42143 -0.33955 -1.05185  -0.782
S: -1.07711 -1.34263 -0.40841  -0.612
H: -0.13052 0.29438 -1.72994  0.175
H: 1.10020 0.21300 -0.38359  0.235
H: 1.02343 -0.87812 -1.83323  0.242
H: -0.59332 -0.53012 1.48122  0.132

=====

Entry from the Open Molecules 2025 dataset: 2 unconnected molecules or ions with the total composition CH5S2 (ωB97M-V/def2-TZVPD).

## Properties
Multiplicity: 2
Frontier orbital gap (spin up / spin down) in eV: 9.91 / 6.46
Net charge: 0
Expectation value of S²: 0.753

Each line ends with the Mulliken charge.
Atoms and positions in Å:
S: -1.83052 1.14742 -0.80296  -0.152
H: -2.16735 1.18065 0.48462  0.156
C: 1.48122 -0.31625 1.46350  -0.639
S: 1.04820 -1.04935 -0.11216  -0.121
H: 2.18986 0.49822 1.33737  0.272
H: 0.65174 0.14056 1.99428  0.261
H: 1.85877 -1.18994 1.97377  0.225
H: 0.37626 -0.09324 -0.78663  -0.002

=====

Entry from the Open Molecules 2025 dataset: 2 unconnected molecules or ions with the total composition CH5S3 (ωB97M-V/def2-TZVPD).

## Properties
Frontier orbital gap in eV: 5.60
Net charge: -1

Each line ends with the Mulliken charge.
Atoms and positions in Å:
S: -3.76772 -0.22871 -1.75391  -0.293
H: -3.23827 0.99355 -1.65116  0.135
C: 2.29498 0.03851 0.84436  -0.820
S: 0.92638 0.57225 -0.21724  -0.182
S: -0.72529 -0.55055 0.28479  -0.689
H: 2.24062 0.35973 1.87836  0.250
H: 3.16290 0.46216 0.34969  0.245
H: 2.36026 -1.04011 0.84157  0.249
H: -3.25386 -0.60682 -0.57646  0.104

=====

Entry from the Open Molecules 2025 dataset: CH6BN in the gas phase (ωB97M-V/def2-TZVPD).

## Properties
SMILES: BNC
Frontier orbital gap in eV: 10.85
Net charge: 0

Each line ends with the Mulliken charge.
Atoms and positions in Å:
B: 0.88983 -0.54513 -0.90682  0.032
C: -0.42550 0.60055 0.81538  -0.742
N: -0.34850 -0.41580 -0.27124  -0.189
H: 0.76326 -1.25184 -2.05217  -0.086
H: 1.83393 -0.08804 -0.54176  -0.072
H: -1.27111 1.26838 0.75509  0.275
H: -0.61778 -0.05850 1.76315  0.239
H: 0.48052 1.17877 0.88500  0.310
H: -1.30464 -0.68840 -0.44662  0.233

=====

Entry from the Open Molecules 2025 dataset: 2 unconnected molecules or ions with the total composition CH6BNO (ωB97M-V/def2-TZVPD).

## Properties
Frontier orbital gap in eV: 9.66
Net charge: 0

Each line ends with the Mulliken charge.
Atoms and positions in Å:
B: -0.15892 0.40438 -0.18904  0.325
C: 1.95308 -0.43618 -0.62586  -0.885
N: -2.08717 0.24409 1.27414  -0.398
O: -0.71024 -0.02950 0.90182  -0.162
H: -0.77107 1.31151 -0.74132  -0.106
H: 1.83496 -0.99989 -1.57156  0.243
H: 2.36036 -1.05187 0.21597  0.238
H: 2.50786 0.45360 -0.82800  0.243
H: -2.51503 -0.70729 1.09477  0.267
H: -2.41383 0.81115 0.46910  0.235

=====

Entry from the Open Molecules 2025 dataset: 2 unconnected molecules or ions with the total composition CH6ClN2OP (ωB97M-V/def2-TZVPD).

## Properties
Frontier orbital gap (spin up / spin down) in eV: 7.31 / 8.29
Net charge: 0

Each line ends with the Mulliken charge.
Atoms and positions in Å:
C: 3.40834 0.28777 -0.33826  -0.547
N: -2.14062 0.32390 -1.37062  -0.501
N: -2.02874 -0.29162 1.21557  -0.450
O: -1.82714 2.12884 0.42687  -0.555
P: -1.38252 0.78636 0.04736  0.540
Cl: 2.07427 1.17876 0.10997  -0.074
H: 4.02411 0.48736 -1.22353  0.333
H: 3.63068 -0.46860 0.46103  0.280
H: -1.80666 -0.54230 -1.58358  0.252
H: -2.05422 0.95018 -2.24932  0.284
H: -2.73765 0.17804 1.68085  0.229
H: -1.75866 -1.19830 1.31555  0.209

=====

Entry from the Open Molecules 2025 dataset: 2 unconnected molecules or ions with the total composition CH6ClNOP (ωB97M-V/def2-TZVPD).

## Properties
Frontier orbital gap in eV: 10.34
Net charge: +1

Each line ends with the Mulliken charge.
Atoms and positions in Å:
C: 2.14525 0.52068 0.61278  -0.071
N: 1.50307 0.56023 -0.49345  -0.098
O: -0.87429 -0.09195 -0.69036  -0.631
P: -2.09646 -0.76098 -0.11302  0.497
Cl: -3.50988 0.50294 0.34391  -0.095
H: 3.10067 0.91599 0.58322  0.300
H: 1.61327 -0.00041 1.42965  0.236
H: 1.92579 1.05454 -1.34828  0.315
H: -1.58777 -1.44675 0.99282  0.112
H: 0.55785 0.37290 -0.36193  0.309
H: -2.77750 -1.62721 -0.95535  0.126

=====

Entry from the Open Molecules 2025 dataset: CH6FOP3 in the gas phase (ωB97M-V/def2-TZVPD).

## Properties
SMILES: FCOP[PH]#[PH2]
Frontier orbital gap in eV: 8.75
Net charge: 0

Each line ends with the Mulliken charge.
Atoms and positions in Å:
C: 2.71178 -0.10018 0.05832  0.013
O: 1.34726 -0.00598 -0.23656  -0.245
F: 3.36950 0.20415 -1.14188  -0.269
P: -3.35500 -0.93134 -0.13824  -0.090
P: -0.07156 0.40045 0.58537  0.029
P: -2.04021 0.65858 -0.77517  -0.093
H: 2.87236 0.76045 0.68179  0.187
H: 3.17018 -0.97571 0.42117  0.221
H: -2.97424 -1.48026 1.10486  0.050
H: -2.61713 -1.86850 -0.78243  0.046
H: 0.17993 1.66350 0.16625  0.062
H: -2.59290 1.67483 0.05653  0.088

=====

Entry from the Open Molecules 2025 dataset: 2 unconnected molecules or ions with the total composition CH6N2 (ωB97M-V/def2-TZVPD).

## Properties
SMILES: C=N.N
Frontier orbital gap in eV: 10.07
Net charge: 0

Each line ends with the Mulliken charge.
Atoms and positions in Å:
C: -0.66049 0.75250 0.78351  -0.385
N: 0.41668 -0.84370 -1.10412  -0.642
N: 0.47532 0.23034 1.15465  -0.476
H: 0.52550 -1.64586 -0.48895  0.245
H: 1.27677 0.61261 0.65160  0.295
H: 0.70154 -1.18399 -2.02567  0.166
H: -0.56621 -0.32391 -0.73606  0.233
H: -1.45574 0.70026 1.52283  0.257
H: -0.71338 1.70175 0.24221  0.306

=====

Entry from the Open Molecules 2025 dataset: 2 unconnected molecules or ions with the total composition CH6N2O (ωB97M-V/def2-TZVPD).

## Properties
Frontier orbital gap (spin up / spin down) in eV: 5.88 / 5.88
Net charge: 0

Each line ends with the Mulliken charge.
Atoms and positions in Å:
C: -0.96184 -1.38378 -0.02391  -0.165
N: 0.90379 0.82383 -0.14456  -0.165
N: 0.20770 1.86071 0.44759  -0.793
O: -0.42557 -1.10278 -1.11301  -0.480
H: -0.99586 -2.38148 0.25009  0.288
H: -1.43727 -0.66815 0.55226  0.275
H: 1.29959 0.21088 0.57456  0.298
H: 1.67320 1.24342 -0.74942  0.310
H: -0.50708 1.28951 0.92935  0.059
H: 0.24332 0.10784 -0.72296  0.374

=====

Entry from the Open Molecules 2025 dataset: 2 unconnected molecules or ions with the total composition CH6N2O2 (ωB97M-V/def2-TZVPD).

## Properties
SMILES: NC(N)=O.O
Frontier orbital gap in eV: 11.05
Net charge: 0

Each line ends with the Mulliken charge.
Atoms and positions in Å:
N: -1.54008 0.49347 -0.60181  -0.425
C: -0.65593 0.01808 0.34349  0.610
N: -0.14299 1.00453 1.15335  -0.370
O: -0.37197 -1.14650 0.52396  -0.614
H: -1.72511 1.47783 -0.70721  0.169
H: -1.76804 -0.01421 -1.43786  0.232
H: -0.24873 1.95260 0.84676  0.160
H: 0.20129 0.76010 2.06070  0.222
H: 1.60698 -0.59572 -0.43776  0.344
H: 2.63119 -1.29357 -1.23599  0.316
O: 2.21426 -0.42668 -1.17317  -0.644

=====

Entry from the Open Molecules 2025 dataset: CH6N2O2S in the gas phase (ωB97M-V/def2-TZVPD).

## Properties
SMILES: CO[S@@](=N)(N)=O
Frontier orbital gap in eV: 10.02
Net charge: 0

Each line ends with the Mulliken charge.
Atoms and positions in Å:
C: 0.69320 -1.12411 0.68384  -0.541
N: -2.50015 0.57480 -0.15348  -0.633
N: -0.16691 1.64626 -0.95221  -0.531
O: -0.75463 -0.64370 -1.66646  -0.636
O: -0.37110 -0.19567 0.75451  -0.294
S: -1.06400 0.25247 -0.57507  1.084
H: 0.47767 -1.92247 1.40936  0.230
H: 1.80433 -0.78209 0.95510  0.220
H: 0.61384 -1.49095 -0.43877  0.300
H: -2.98420 1.17227 -0.91288  0.247
H: -0.66004 2.31480 -1.57300  0.272
H: 0.10345 2.10064 -0.08789  0.281

=====

Entry from the Open Molecules 2025 dataset: CH6N2O2S in the gas phase (ωB97M-V/def2-TZVPD).

## Properties
SMILES: N=[S@@H](=O)OCN
Frontier orbital gap in eV: 10.50
Net charge: 0

Each line ends with the Mulliken charge.
Atoms and positions in Å:
C: -0.54934 0.23531 1.01559  -0.203
N: 0.88234 -1.08993 -2.56849  -0.624
N: -1.37541 1.19687 0.41085  -0.471
O: 1.49742 0.89265 -1.21283  -0.618
O: -0.11736 -0.69721 -0.20062  -0.301
S: 1.07891 -0.49489 -1.18890  0.780
H: -1.16212 -0.44410 1.82713  0.231
H: 0.33090 0.79178 1.48113  0.311
H: 0.99067 -2.12720 -2.61368  0.256
H: -0.88010 1.96723 -0.00903  0.262
H: -2.08500 0.78630 -0.07301  0.222
H: 2.13442 -0.92056 -0.31822  0.155

=====

Entry from the Open Molecules 2025 dataset: a gas-phase ion, CH6N2O3P (charge +1) (ωB97M-V/def2-TZVPD).

## Properties
Frontier orbital gap (spin up / spin down) in eV: 7.17 / 9.42
Net charge: +1

Each line ends with the Mulliken charge.
Atoms and positions in Å:
C: 1.49968 -0.92391 0.24844  -0.060
N: -0.68710 -0.36789 -1.66533  -0.378
N: -0.89197 1.47325 0.62044  -0.448
O: 1.84949 0.07874 -0.52054  -0.373
O: -2.11513 -0.73593 0.49904  -0.436
O: 0.24778 -0.82716 0.81438  -0.205
P: -0.85239 -0.04365 -0.09775  0.964
H: 1.71441 -1.98012 -0.06176  0.338
H: 2.44889 -0.78057 1.12298  0.285
H: -0.40106 0.25006 -2.40218  0.334
H: -1.72442 2.04453 0.33655  0.307
H: 0.03101 1.85726 0.52282  0.292
H: -2.54620 -1.43908 0.02438  0.380

=====

Number 1: F_max 0.056 hartree/bohr, molecular weight 128.16 g/mol. Number 2: F_max 0.041 hartree/bohr, molecular weight 65.12 g/mol. Number 3: F_max 0.075 hartree/bohr, molecular weight 109.97 g/mol. Number 4: F_max 0.049 hartree/bohr, molecular weight 109.97 g/mol. Number 5: F_max 0.065 hartree/bohr, molecular weight 112.16 g/mol. Number 6: F_max 0.056 hartree/bohr, molecular weight 112.16 g/mol. Number 7: F_max 0.040 hartree/bohr, molecular weight 81.19 g/mol. Number 8: F_max 0.020 hartree/bohr, molecular weight 81.19 g/mol. Number 9: F_max 0.009 hartree/bohr, molecular weight 113.25 g/mol. Number 10: F_max 0.119 hartree/bohr, molecular weight 42.88 g/mol. Number 11: F_max 0.064 hartree/bohr, molecular weight 58.88 g/mol. Number 12: F_max 0.085 hartree/bohr, molecular weight 128.50 g/mol. Number 13: F_max 0.099 hartree/bohr, molecular weight 114.49 g/mol. Number 14: F_max 0.071 hartree/bohr, molecular weight 145.98 g/mol. Number 15: F_max 0.097 hartree/bohr, molecular weight 46.07 g/mol. Number 16: F_max 0.082 hartree/bohr, molecular weight 62.07 g/mol. Number 17: F_max 0.016 hartree/bohr, molecular weight 78.07 g/mol. Number 18: F_max 0.065 hartree/bohr, molecular weight 110.14 g/mol. Number 19: F_max 0.073 hartree/bohr, molecular weight 110.14 g/mol. Number 20: F_max 0.092 hartree/bohr, molecular weight 125.04 g/mol.